Record 1
A molecular structure, C42H45BrCsF10N7O4. Source: the OMol25 dataset; level of theory: wB97M-V/def2-TZVPD.

The lowest unoccupied orbital energy comes out at 3.52 eV. The energy above the lowest of the compared OMol25 structures with the same formula, charge and spin comes out at 177.09 kJ/mol. As for the charge: -2. The value obtained for the HOMO energy is -0.0502 Ha. Its total energy is -160666.720 eV.

CARTESIAN COORDINATES (ANGSTROEM)
Cs1 -0.790 1.000 -1.064
O1 -3.635 6.173 -0.712
C1 -4.462 5.428 0.101
C2 -5.577 6.002 0.694
C3 -6.375 5.241 1.530
C4 -6.057 3.914 1.768
C5 -4.945 3.356 1.155
C6 -4.126 4.094 0.314
C7 -2.916 3.398 -0.351
O2 -2.974 2.084 -0.294
N1 -1.746 4.004 0.428
N2 -0.502 3.606 0.168
C8 0.489 4.309 0.563
C9 1.873 3.879 0.398
Br1 2.207 2.054 0.011
C10 2.926 4.699 0.579
C11 2.846 6.145 0.787
C12 1.949 6.950 0.090
C13 1.916 8.317 0.304
C14 2.783 8.910 1.207
C15 3.700 8.123 1.889
C16 3.734 6.757 1.676
H1 -4.008 7.055 -0.805
H2 -5.815 7.043 0.503
H3 -7.246 5.687 1.996
H4 -6.673 3.311 2.422
H5 -4.664 2.322 1.285
H6 -2.810 3.798 -1.386
H7 -1.843 4.962 0.762
H8 0.333 5.256 1.093
H9 3.918 4.272 0.583
H10 1.294 6.507 -0.645
H11 1.211 8.922 -0.252
H12 2.753 9.979 1.370
H13 4.391 8.571 2.592
H14 4.446 6.143 2.211
C17 1.900 -3.522 -2.434
N3 1.151 -2.451 -1.820
C18 0.982 -2.681 -0.392
C19 2.310 -2.658 0.395
N4 2.270 -1.577 1.354
C20 3.294 -1.421 2.160
C21 3.246 -0.338 3.108
F1 2.170 0.474 3.096
C22 4.220 -0.061 4.028
F2 4.067 0.977 4.882
C23 5.381 -0.833 4.108
F3 6.334 -0.581 5.050
C24 5.495 -1.884 3.217
F4 6.600 -2.667 3.257
C25 4.510 -2.165 2.289
F5 4.783 -3.221 1.460
C26 -0.116 -2.276 -2.500
C27 0.003 -1.492 -3.824
N5 -0.064 -0.062 -3.643
C28 0.968 0.750 -3.735
C29 0.742 2.163 -3.517
F6 -0.541 2.585 -3.305
C30 1.705 3.138 -3.532
F7 1.358 4.423 -3.305
C31 3.036 2.817 -3.775
F8 4.011 3.762 -3.766
C32 3.329 1.481 -4.002
F9 4.610 1.127 -4.248
C33 2.359 0.506 -3.991
F10 2.789 -0.759 -4.257
H15 2.854 -3.666 -1.930
H16 2.105 -3.294 -3.479
H17 1.344 -4.482 -2.395
H18 0.412 -3.614 -0.223
H19 0.415 -1.852 0.035
H20 3.131 -2.548 -0.325
H21 2.470 -3.637 0.880
H22 -0.776 -1.729 -1.829
H23 -0.619 -3.247 -2.693
H24 -0.859 -1.783 -4.441
H25 0.886 -1.838 -4.369
C34 -5.939 -3.652 2.177
N6 -4.915 -3.616 1.157
C35 -4.476 -4.936 0.765
C36 -3.879 -2.673 1.268
O3 -2.710 -3.020 1.199
N7 -4.269 -1.387 1.433
C37 -5.558 -0.871 1.040
C38 -3.293 -0.366 1.765
H26 -5.745 -4.467 2.888
H27 -6.928 -3.813 1.739
H28 -5.960 -2.723 2.740
H29 -5.340 -5.499 0.403
H30 -4.023 -5.487 1.601
H31 -3.735 -4.862 -0.028
H32 -6.152 -1.634 0.540
H33 -5.408 -0.038 0.346
H34 -6.122 -0.491 1.900
H35 -2.301 -0.804 1.809
H36 -3.505 0.058 2.752
H37 -3.326 0.433 1.022
C39 -1.128 -2.343 4.394
C40 -2.004 -1.506 5.345
C41 -1.564 -0.059 5.044
O4 -0.832 -0.110 3.846
C42 -0.106 -1.325 3.892
H38 -1.709 -2.720 3.553
H39 -0.663 -3.193 4.892
H40 -1.826 -1.760 6.393
H41 -3.066 -1.654 5.148
H42 -0.930 0.332 5.854
H43 -2.397 0.632 4.898
H44 0.735 -1.219 4.597
H45 0.319 -1.511 2.903

Results of the Löwdin charge analysis, in e, for atoms 1 through 99:
1. Cs 1.296
2. O 0.042
3. C -0.275
4. C -0.052
5. C -0.119
6. C -0.100
7. C -0.013
8. C -0.088
9. C -0.524
10. O -0.497
11. N 0.010
12. N -0.081
13. C -0.214
14. C -0.611
15. Br 0.805
16. C -0.118
17. C -0.227
18. C -0.046
19. C -0.092
20. C -0.116
21. C -0.104
22. C -0.042
23. H 0.094
24. H 0.101
25. H 0.091
26. H 0.090
27. H 0.093
28. H 0.135
29. H 0.122
30. H 0.121
31. H 0.100
32. H 0.116
33. H 0.097
34. H 0.089
35. H 0.094
36. H 0.112
37. C -0.104
38. N -0.209
39. C -0.195
40. C -0.246
41. N 0.022
42. C -0.242
43. C -0.179
44. F 0.050
45. C -0.172
46. F 0.072
47. C -0.181
48. F 0.041
49. C -0.179
50. F 0.065
51. C -0.139
52. F 0.026
53. C -0.232
54. C -0.251
55. N -0.104
56. C -0.300
57. C -0.256
58. F -0.078
59. C -0.192
60. F 0.082
61. C -0.181
62. F 0.056
63. C -0.171
64. F 0.081
65. C -0.133
66. F 0.045
67. H 0.073
68. H 0.070
69. H 0.084
70. H 0.117
71. H 0.082
72. H 0.098
73. H 0.107
74. H 0.047
75. H 0.112
76. H 0.095
77. H 0.085
78. C -0.087
79. N -0.166
80. C -0.083
81. C -0.511
82. O 0.054
83. N -0.126
84. C -0.059
85. C -0.020
86. H 0.084
87. H 0.083
88. H 0.077
89. H 0.081
90. H 0.089
91. H 0.089
92. H 0.082
93. H 0.092
94. H 0.086
95. H 0.082
96. H 0.091
97. H 0.049
98. C -0.148
99. C -0.160

Record 2
21 unconnected molecules or ions with the total composition C42H126O42. Source: the OMol25 dataset; level of theory: wB97M-V/def2-TZVPD.

The lowest unoccupied orbital energy comes out at -0.17 eV. The energy above the lowest of the compared OMol25 structures with the same formula, charge and spin comes out at 883.90 kJ/mol. The value obtained for the HOMO energy is -0.3359 Ha. Its total energy is -131575.526 eV.

CARTESIAN COORDINATES (ANGSTROEM)
C1 0.871 -2.164 -2.805
C2 1.881 -2.896 -3.657
O1 2.190 -2.331 -4.947
O2 -0.229 -1.597 -3.506
H1 1.348 -1.315 -2.315
H2 0.500 -2.877 -2.069
H3 1.600 -3.934 -3.836
H4 2.806 -2.881 -3.081
H5 2.755 -3.023 -5.299
H6 -0.061 -0.948 -4.193
C3 1.205 1.813 -4.948
C4 2.126 1.420 -3.840
O3 3.124 0.532 -4.304
O4 0.487 0.728 -5.544
H7 1.714 2.319 -5.769
H8 0.332 2.399 -4.662
H9 1.501 0.861 -3.144
H10 2.573 2.288 -3.356
H11 2.605 -0.109 -4.795
H12 0.252 1.084 -6.404
C5 6.546 4.220 2.606
C6 5.034 4.662 2.521
O5 4.507 5.406 3.529
O6 6.678 3.452 3.756
H13 7.143 5.123 2.734
H14 6.900 3.794 1.667
H15 4.447 3.762 2.339
H16 4.966 5.301 1.641
H17 4.620 4.833 4.290
H18 7.576 3.150 3.912
C7 -0.526 1.535 0.614
C8 0.177 0.606 -0.419
O7 0.723 -0.563 0.333
O8 0.332 2.177 1.485
H19 -1.347 1.055 1.146
H20 -0.892 2.381 0.033
H21 1.047 1.097 -0.855
H22 -0.556 0.401 -1.199
H23 0.856 -1.165 -0.403
H24 0.842 1.442 1.832
C9 0.246 -6.152 -2.166
C10 -0.678 -6.982 -3.102
O9 -1.240 -6.091 -4.053
O10 -0.355 -5.965 -0.842
H25 0.355 -5.114 -2.481
H26 1.157 -6.740 -2.277
H27 -1.376 -7.517 -2.458
H28 -0.170 -7.764 -3.666
H29 -1.525 -5.329 -3.544
H30 -0.498 -6.843 -0.481
C11 -4.690 1.443 -5.337
C12 -5.601 2.727 -5.241
O11 -5.176 3.510 -4.196
O12 -5.036 0.582 -4.201
H31 -3.622 1.661 -5.355
H32 -4.766 0.912 -6.285
H33 -6.603 2.408 -4.955
H34 -5.713 3.164 -6.234
H35 -5.703 3.210 -3.451
H36 -4.950 0.969 -3.327
C13 5.301 1.259 -1.878
C14 6.745 1.341 -2.493
O13 7.278 2.558 -1.861
O14 4.770 -0.019 -2.096
H37 4.815 2.099 -2.375
H38 5.396 1.446 -0.808
H39 6.633 1.366 -3.577
H40 7.499 0.639 -2.136
H41 8.137 2.312 -1.511
H42 4.276 0.014 -2.918
C15 -1.333 -2.917 0.700
C16 -1.617 -2.723 2.144
O15 -0.993 -1.563 2.551
O16 -0.001 -3.470 0.624
H43 -1.444 -2.046 0.054
H44 -1.990 -3.723 0.371
H45 -1.377 -3.595 2.752
H46 -2.627 -2.495 2.485
H47 -0.518 -1.251 1.778
H48 -0.095 -4.395 0.386
C17 -0.389 6.985 -2.876
C18 -0.888 7.966 -1.761
O17 -0.615 9.349 -2.016
O18 1.017 6.678 -2.929
H49 -0.681 7.435 -3.825
H50 -0.860 6.011 -2.739
H51 -0.493 7.807 -0.758
H52 -1.974 8.035 -1.822
H53 0.203 9.565 -1.562
H54 1.177 5.995 -3.584
C19 3.999 -7.243 2.452
C20 4.065 -6.917 0.908
O19 2.797 -6.176 0.745
O20 2.951 -8.159 2.750
H55 3.838 -6.437 3.168
H56 5.003 -7.463 2.815
H57 4.276 -7.801 0.306
H58 4.771 -6.141 0.611
H59 2.779 -5.330 1.199
H60 2.154 -7.634 2.649
C21 -1.071 5.636 1.351
C22 0.140 6.442 1.861
O21 -0.241 7.583 2.599
O22 -2.048 6.447 0.684
H61 -1.616 5.371 2.257
H62 -0.810 4.733 0.798
H63 0.840 6.756 1.087
H64 0.787 5.818 2.476
H65 -1.014 7.848 2.095
H66 -2.859 6.316 1.180
C23 -3.939 -5.473 -0.854
C24 -4.018 -5.224 -2.350
O23 -3.071 -4.187 -2.716
O24 -4.806 -6.507 -0.397
H67 -4.142 -4.526 -0.355
H68 -2.886 -5.696 -0.680
H69 -5.040 -4.891 -2.532
H70 -3.774 -6.126 -2.910
H71 -3.333 -3.296 -2.472
H72 -5.008 -7.053 -1.160
C25 -5.066 4.204 0.185
C26 -5.524 5.245 1.281
O25 -4.502 5.115 2.303
O26 -4.932 2.920 0.856
H73 -4.079 4.492 -0.177
H74 -5.815 4.295 -0.601
H75 -6.526 4.947 1.589
H76 -5.696 6.225 0.836
H77 -4.395 4.178 2.478
H78 -5.813 2.773 1.209
C27 2.731 -2.118 4.275
C28 2.080 -2.924 3.078
O27 2.931 -3.826 2.274
O28 3.307 -1.022 3.695
H79 3.514 -2.780 4.643
H80 2.068 -1.726 5.047
H81 1.638 -2.274 2.324
H82 1.250 -3.583 3.332
H83 3.781 -3.381 2.264
H84 2.569 -0.408 3.700
C29 -6.175 2.291 6.629
C30 -6.166 3.217 5.424
O29 -5.673 2.452 4.320
O30 -6.674 2.789 7.812
H85 -5.186 1.860 6.782
H86 -6.524 1.263 6.530
H87 -5.470 4.021 5.664
H88 -7.189 3.513 5.190
H89 -4.752 2.198 4.222
H90 -6.567 2.302 8.633
C31 4.918 -1.403 0.851
C32 5.744 -2.406 -0.066
O31 5.322 -3.755 0.113
O32 5.396 -1.572 2.142
H91 3.867 -1.690 0.891
H92 4.995 -0.386 0.467
H93 6.822 -2.383 0.093
H94 5.696 -2.104 -1.113
H95 4.633 -3.901 -0.539
H96 4.742 -1.281 2.783
C33 -3.808 -1.264 -1.526
C34 -4.462 -0.124 -0.688
O33 -4.375 1.125 -1.265
O34 -4.597 -1.917 -2.469
H97 -3.359 -1.993 -0.852
H98 -3.056 -0.656 -2.029
H99 -3.911 -0.144 0.253
H100 -5.484 -0.396 -0.424
H101 -5.014 1.662 -0.790
H102 -4.719 -1.187 -3.081
C35 -0.810 0.927 5.519
C36 0.246 1.404 4.563
O35 0.707 0.350 3.734
O36 -0.270 -0.063 6.440
H103 -1.575 0.450 4.906
H104 -1.334 1.663 6.128
H105 1.059 1.622 5.256
H106 -0.092 2.270 3.994
H107 0.014 -0.076 3.224
H108 0.340 -0.562 5.890
C37 3.527 5.184 -1.349
C38 2.573 4.509 -0.248
O37 2.536 3.162 -0.113
O38 4.865 4.786 -0.965
H109 3.517 6.271 -1.435
H110 3.402 4.724 -2.330
H111 1.616 4.982 -0.468
H112 2.846 4.812 0.763
H113 2.179 3.106 0.776
H114 5.345 4.576 -1.769
C39 -5.864 -0.843 3.065
C40 -6.172 -2.289 2.690
O39 -5.772 -3.070 3.839
O40 -4.506 -0.447 3.249
H115 -6.254 -0.581 4.049
H116 -6.467 -0.199 2.426
H117 -5.600 -2.403 1.768
H118 -7.193 -2.464 2.350
H119 -6.095 -2.629 4.628
H120 -4.254 -0.964 4.017
C41 4.143 -5.870 -2.723
C42 4.090 -5.838 -4.271
O41 2.769 -6.306 -4.498
O42 3.465 -4.869 -1.985
H121 5.204 -5.631 -2.652
H122 3.993 -6.844 -2.256
H123 4.878 -6.412 -4.758
H124 4.217 -4.790 -4.541
H125 2.553 -6.288 -5.433
H126 2.894 -5.306 -1.349

Results of the Löwdin charge analysis, in e, for atoms 1 through 99:
1. C -0.213
2. C -0.214
3. O -0.057
4. O -0.056
5. H 0.095
6. H 0.113
7. H 0.101
8. H 0.110
9. H 0.072
10. H 0.050
11. C -0.224
12. C -0.214
13. O -0.056
14. O -0.070
15. H 0.126
16. H 0.123
17. H 0.103
18. H 0.122
19. H 0.063
20. H 0.094
21. C -0.236
22. C -0.289
23. O -0.030
24. O -0.061
25. H 0.111
26. H 0.113
27. H 0.112
28. H 0.105
29. H 0.088
30. H 0.090
31. C -0.238
32. C -0.140
33. O -0.081
34. O -0.071
35. H 0.122
36. H 0.116
37. H 0.101
38. H 0.114
39. H 0.042
40. H 0.066
41. C -0.167
42. C -0.220
43. O -0.064
44. O -0.088
45. H 0.102
46. H 0.104
47. H 0.108
48. H 0.115
49. H 0.042
50. H 0.090
51. C -0.160
52. C -0.262
53. O -0.047
54. O -0.096
55. H 0.107
56. H 0.111
57. H 0.117
58. H 0.116
59. H 0.078
60. H 0.039
61. C -0.237
62. C -0.171
63. O -0.107
64. O -0.072
65. H 0.103
66. H 0.111
67. H 0.111
68. H 0.114
69. H 0.070
70. H 0.040
71. C -0.202
72. C -0.239
73. O -0.080
74. O -0.063
75. H 0.110
76. H 0.106
77. H 0.129
78. H 0.110
79. H 0.032
80. H 0.049
81. C -0.199
82. C -0.210
83. O -0.082
84. O -0.090
85. H 0.112
86. H 0.108
87. H 0.099
88. H 0.117
89. H 0.078
90. H 0.072
91. C -0.241
92. C -0.136
93. O -0.129
94. O -0.066
95. H 0.106
96. H 0.109
97. H 0.115
98. H 0.095
99. H 0.031

Record 3
A molecular structure, C24H25N10O2PtS3. Source: the OMol25 dataset; level of theory: wB97M-V/def2-TZVPD.

The lowest unoccupied orbital energy (spin up / spin down) comes out at -3.09 / -3.09 eV. The energy above the lowest of the compared OMol25 structures with the same formula, charge and spin comes out at 0.00 kJ/mol. As for the charge: +1. The value obtained for the HOMO energy (spin up / spin down) is -0.3694 / -0.3693 Ha. Its total energy is -80040.244 eV.

CARTESIAN COORDINATES (ANGSTROEM)
Pt1 0.514 0.542 1.070
N1 -1.349 1.127 3.705
C1 -0.090 0.907 4.094
N2 0.173 0.841 5.389
C2 1.439 0.584 5.720
N3 1.748 0.524 7.014
N4 2.439 0.378 4.835
C3 2.104 0.465 3.575
N5 0.862 0.741 3.137
C4 3.151 0.295 2.548
C5 4.500 0.340 2.857
C6 5.419 0.268 1.823
C7 4.961 0.153 0.519
C8 3.594 0.091 0.299
N6 2.718 0.149 1.293
H1 -2.012 1.402 4.408
H2 -1.524 1.337 2.732
H3 1.032 0.702 7.696
H4 2.702 0.365 7.284
H5 4.803 0.445 3.888
H6 6.480 0.312 2.029
H7 5.647 0.108 -0.314
H8 3.181 -0.012 -0.697
O1 1.225 0.766 -3.471
C9 0.399 -0.237 -3.840
C10 0.222 -0.444 -5.208
C11 -0.624 -1.434 -5.664
C12 -1.292 -2.256 -4.760
C13 -1.113 -2.070 -3.406
C14 -0.286 -1.052 -2.919
C15 -0.148 -0.839 -1.462
O2 0.506 0.221 -1.055
N7 -0.702 -1.714 -0.678
N8 -0.467 -1.505 0.643
C16 -1.028 -2.317 1.454
S1 -2.216 -3.489 0.903
C17 -2.427 -4.279 2.533
C18 -2.138 -3.263 3.618
S2 -0.625 -2.363 3.150
H9 1.215 0.808 -2.493
H10 0.775 0.189 -5.892
H11 -0.763 -1.570 -6.728
H12 -1.940 -3.044 -5.121
H13 -1.613 -2.707 -2.690
H14 -1.743 -5.123 2.588
H15 -3.457 -4.627 2.583
H16 -1.943 -3.754 4.570
H17 -2.943 -2.539 3.737
C19 -3.592 0.444 -2.853
C20 -2.527 1.436 -2.546
C21 -1.841 2.171 -3.472
C22 -0.830 3.040 -3.026
N9 -0.543 3.166 -1.732
C23 -1.197 2.447 -0.843
S3 -0.891 2.560 0.841
N10 -2.205 1.617 -1.244
C24 -0.022 3.845 -3.980
H18 -3.744 0.363 -3.926
H19 -4.532 0.735 -2.380
H20 -3.305 -0.536 -2.468
H21 -2.053 2.062 -4.525
H22 -2.677 1.082 -0.527
H23 -0.350 3.700 -5.006
H24 1.022 3.544 -3.892
H25 -0.078 4.900 -3.714

In the Löwdin picture, each atom carries the following charge in e:
1. Pt 0.970
2. N 0.170
3. C -0.469
4. N 0.191
5. C -0.421
6. N 0.192
7. N 0.194
8. C -0.269
9. N -0.006
10. C -0.198
11. C 0.018
12. C -0.025
13. C -0.019
14. C -0.089
15. N -0.004
16. H 0.122
17. H -0.026
18. H 0.118
19. H 0.117
20. H 0.118
21. H 0.120
22. H 0.117
23. H 0.116
24. O 0.055
25. C -0.270
26. C -0.012
27. C -0.068
28. C -0.082
29. C -0.040
30. C -0.094
31. C -0.419
32. O -0.236
33. N 0.025
34. N -0.210
35. C -0.926
36. S 0.935
37. C -0.512
38. C -0.500
39. S 0.924
40. H 0.069
41. H 0.122
42. H 0.110
43. H 0.105
44. H 0.110
45. H 0.078
46. H 0.080
47. H 0.083
48. H 0.080
49. C 0.017
50. C -0.241
51. C 0.050
52. C -0.274
53. N 0.142
54. C -0.766
55. S 0.643
56. N 0.133
57. C -0.003
58. H 0.097
59. H 0.101
60. H 0.088
61. H 0.134
62. H 0.154
63. H 0.087
64. H 0.094
65. H 0.098